Below is an isolated molecule of C4H10N2S at a distorted geometry, with properties calculated with ωB97M-V/def2-TZVPD.

Values from the calculation:
HOMO energy, eV: -8.8
SMILES: NC1(CS)CNC1
LUMO energy, eV: 0.73
Electronic energy, eV: -18124.2756
Kohn-Sham gap, eV: 9.55
Relative energy (zero: lowest compared OMol25 entry of this formula, charge and spin), kcal per mole: 30.2

Bonds (Å) are listed after each position.
Cartesian coordinates (Å):
1 N 1.15 1.32 -0.02  C2 1.449, H8 1.025, H9 1.053
2 C 0.22 0.21 -0.04  N1 1.449, C3 1.575, C5 1.548, C7 1.494
3 C -1.27 0.72 -0.01  C2 1.575, S4 1.833, H10 1.087, H11 1.108
4 S -2.49 -0.65 -0.02  C3 1.833, H12 1.320
5 C 0.63 -0.80 1.06  C2 1.548, N6 1.535, H13 1.115, H14 1.107
6 N 1.40 -1.61 0.01  C5 1.535, C7 1.498, H15 1.009
7 C 0.64 -0.84 -1.02  C2 1.494, N6 1.498, H16 1.093, H17 1.091
8 H 0.97 1.95 -0.81  N1 1.025
9 H 0.84 1.88 0.81  N1 1.053
10 H -1.40 1.34 -0.90  C3 1.087
11 H -1.44 1.31 0.91  C3 1.108
12 H -3.57 0.11 0.04  S4 1.320
13 H -0.29 -1.30 1.44  C5 1.115
14 H 1.26 -0.38 1.87  C5 1.107
15 H 2.38 -1.36 -0.08  N6 1.009
16 H -0.23 -1.42 -1.35  C7 1.093
17 H 1.20 -0.48 -1.89  C7 1.091

Here are the Mulliken charges for atoms 1 to 4, given in e:
1 N -0.73
2 C 0.93
3 C -1.03
4 S -0.23